(1)
{"formula": "C21H28N2O7", "method": "wB97M-V/def2-TZVPD", "symbols": ["O", "N", "O", "C", "C", "C", "C", "C", "C", "H", "H", "H", "H", "H", "O", "N", "O", "C", "C", "C", "C", "C", "C", "H", "H", "H", "H", "H", "C", "C", "C", "O", "H", "H", "H", "H", "H", "H", "C", "C", "C", "O", "H", "H", "H", "H", "H", "H", "C", "C", "C", "O", "H", "H", "H", "H", "H", "H"], "positions_angstrom": [[3.62430, 0.16742, -9.32534], [3.16770, 1.05908, -8.66609], [3.27805, 2.23589, -8.97775], [2.47478, 0.64592, -7.38159], [2.82158, -0.56865, -6.73579], [2.10243, -0.94664, -5.61544], [1.19226, -0.12844, -5.03902], [0.83801, 1.08223, -5.61118], [1.53918, 1.45098, -6.78342], [3.57860, -1.16206, -7.22690], [2.27471, -1.90758, -5.15357], [0.66529, -0.52158, -4.18220], [0.03258, 1.68187, -5.21354], [1.24535, 2.37237, -7.26415], [2.59937, 1.76663, 2.25389], [2.82642, 2.94737, 2.52186], [1.85986, 3.71878, 2.57652], [4.19959, 3.47069, 2.68171], [4.42995, 4.84481, 2.75062], [5.69652, 5.39918, 2.92902], [6.75131, 4.52463, 3.24712], [6.57212, 3.14509, 3.15772], [5.30568, 2.58300, 2.82921], [3.59311, 5.50213, 2.56616], [5.89323, 6.46095, 2.91058], [7.77415, 4.81898, 3.43032], [7.47912, 2.56481, 3.24147], [5.13989, 1.51749, 2.88919], [2.17337, -4.28255, 1.47238], [2.82359, -3.10570, 0.72779], [2.00996, -2.66854, -0.44060], [4.00182, -2.77517, 0.91731], [2.65132, -5.20655, 1.14699], [1.11460, -4.30568, 1.21439], [2.25511, -4.20032, 2.55620], [1.00244, -2.37883, -0.14217], [1.77223, -3.50616, -1.09633], [2.47907, -1.80515, -0.91241], [-9.53002, -0.58467, 4.70932], [-8.75207, -1.85660, 4.58697], [-9.36150, -3.12455, 5.14505], [-7.64645, -1.81400, 4.00295], [-10.44860, -0.55397, 4.12334], [-8.87100, 0.21700, 4.37598], [-9.72172, -0.31296, 5.74735], [-10.08713, -3.50807, 4.42777], [-9.93696, -2.84847, 6.02864], [-8.61178, -3.90767, 5.25793], [-3.47984, -1.74232, 0.25066], [-2.85499, -0.68065, -0.67763], [-2.21426, 0.54760, -0.08702], [-2.79598, -0.81113, -1.90266], [-2.63840, -2.18976, 0.77970], [-3.96125, -2.52444, -0.33639], [-4.20840, -1.29723, 0.92830], [-1.66469, 0.24813, 0.80538], [-2.92515, 1.23430, 0.37251], [-1.52856, 1.01873, -0.79126]], "total_charge": 0, "e_lumo_ev": -0.71, "smiles": "O=[N+]([O-])c1ccccc1.O=[N+]([O-])c1ccccc1.CC(C)=O.CC(C)=O.CC(C)=O", "energy_ev": -39536.6396, "largest_force_ev_per_a": 3.014, "de_lowest_ev": 6.299, "orbital_gap_ev": 8.92}

---

(2)
{"formula": "C2H8NS", "method": "wB97M-V/def2-TZVPD", "symbols": ["S", "H", "C", "C", "N", "H", "H", "H", "H", "H", "H", "H"], "positions_angstrom": [[2.26329, -0.91241, -2.68406], [2.46718, -1.51932, -1.49749], [-1.55482, 0.48411, 0.60937], [-0.07802, 0.68049, 0.32157], [0.73845, -0.52948, 0.68408], [-1.99122, -0.32906, 0.02728], [-2.05425, 1.37832, 0.21482], [-1.71085, 0.40363, 1.68170], [0.22629, 1.50691, 0.96271], [0.16231, 0.82257, -0.73533], [1.38135, -0.64379, -0.09014], [0.15027, -1.34197, 0.50547]], "total_charge": -1, "e_lumo_ev": 3.85, "energy_ev": -14529.8319, "largest_force_ev_per_a": 1.633, "de_lowest_ev": 0.262, "orbital_gap_ev": 6.55}

---

(3)
{"formula": "C40H100N12O12", "method": "wB97M-V/def2-TZVPD", "symbols": ["C", "C", "C", "C", "C", "C", "C", "C", "C", "N", "O", "H", "H", "H", "H", "H", "H", "H", "H", "H", "H", "H", "H", "H", "H", "H", "H", "H", "H", "H", "C", "C", "C", "C", "C", "C", "C", "C", "C", "N", "O", "H", "H", "H", "H", "H", "H", "H", "H", "H", "H", "H", "H", "H", "H", "H", "H", "H", "H", "H", "C", "C", "C", "C", "C", "C", "C", "C", "C", "N", "O", "H", "H", "H", "H", "H", "H", "H", "H", "H", "H", "H", "H", "H", "H", "H", "H", "H", "H", "H", "C", "C", "C", "C", "C", "C", "C", "C", "C", "N", "O", "H", "H", "H", "H", "H", "H", "H", "H", "H", "H", "H", "H", "H", "H", "H", "H", "H", "H", "H", "N", "C", "N", "O", "H", "H", "H", "H", "N", "C", "N", "O", "H", "H", "H", "H", "N", "C", "N", "O", "H", "H", "H", "H", "N", "C", "N", "O", "H", "H", "H", "H", "O", "H", "H", "O", "H", "H", "O", "H", "H", "O", "H", "H"], "positions_angstrom": [[1.42785, 5.37904, -16.97534], [0.24167, 4.53733, -16.22488], [0.54142, 3.06492, -16.02646], [0.08754, 5.18614, -14.80538], [-0.84343, 6.43781, -14.70655], [-2.20176, 6.12248, -15.36747], [-2.01561, 5.71117, -16.85974], [-3.40485, 5.36569, -17.38958], [-1.48145, 6.94328, -17.67841], [-1.09740, 4.58666, -16.93119], [-1.18513, 4.00782, -18.24000], [1.43369, 6.42348, -16.66354], [2.37532, 5.05159, -16.54736], [1.39007, 5.28215, -18.06037], [1.37233, 2.98723, -15.32527], [-0.34747, 2.61298, -15.58632], [0.91604, 2.49738, -16.87831], [-0.31338, 4.45006, -14.10857], [1.02400, 5.35840, -14.27483], [-1.05533, 6.65090, -13.65879], [-0.53363, 7.44547, -14.98361], [-2.97496, 6.85644, -15.14043], [-2.63943, 5.24771, -14.88650], [-3.79489, 4.40672, -17.04847], [-3.36992, 4.93222, -18.38907], [-4.20349, 6.09818, -17.27241], [-0.49623, 7.24037, -17.31898], [-2.18693, 7.77217, -17.73614], [-1.35409, 6.65407, -18.72159], [-1.78432, 3.26034, -18.17804], [-1.04120, 6.47962, -25.74068], [-0.58968, 6.93127, -24.32702], [0.93109, 7.08828, -24.41389], [-1.37021, 8.27664, -24.23406], [-1.36775, 8.79988, -22.82743], [-1.94951, 7.76815, -21.84174], [-1.25943, 6.41158, -21.96749], [0.15858, 6.44825, -21.20066], [-2.19679, 5.44745, -21.22293], [-1.10572, 5.95436, -23.40042], [-0.51841, 4.75994, -23.39100], [-0.86173, 7.17764, -26.55840], [-0.45166, 5.60166, -26.00475], [-2.11681, 6.30317, -25.73471], [1.17164, 7.81931, -25.18579], [1.38808, 7.60854, -23.57211], [1.49608, 6.18345, -24.63785], [-0.88353, 8.97871, -24.91106], [-2.42880, 8.23176, -24.48997], [-0.40277, 9.20586, -22.52394], [-2.02921, 9.66607, -22.81012], [-3.03290, 7.81758, -21.95095], [-1.73983, 8.17670, -20.85320], [0.11010, 5.68333, -20.42564], [0.40286, 7.44403, -20.83073], [0.90614, 6.05771, -21.89111], [-2.56777, 5.83975, -20.27605], [-1.66599, 4.51417, -21.03490], [-3.02555, 5.36867, -21.92651], [0.24873, 4.90144, -22.83147], [-0.41557, 10.79127, -16.03545], [-1.07395, 11.88163, -16.94818], [-2.51207, 12.19365, -16.34601], [-0.20708, 13.13664, -16.80071], [-0.37110, 14.16848, -17.96731], [-0.52709, 13.49739, -19.40046], [-1.62549, 12.38763, -19.38178], [-3.02825, 12.93798, -19.27996], [-1.50070, 11.72490, -20.79040], [-1.24321, 11.42020, -18.37600], [-2.00351, 10.22083, -18.43202], [0.63138, 10.54832, -16.21704], [-0.63703, 11.07178, -15.00571], [-0.89440, 9.82350, -16.18458], [-3.22469, 11.40617, -16.59127], [-2.31298, 12.22479, -15.27480], [-2.89949, 13.17461, -16.62116], [-0.45604, 13.66717, -15.88167], [0.86014, 12.91510, -16.79308], [-1.25201, 14.78528, -17.78937], [0.44319, 14.89124, -18.01866], [0.44705, 13.06644, -19.63164], [-0.76840, 14.26073, -20.14017], [-3.06476, 13.79992, -18.61376], [-3.64963, 12.15106, -18.85247], [-3.43183, 13.20834, -20.25572], [-2.08190, 10.80282, -20.79901], [-0.54842, 11.28459, -21.08602], [-1.97996, 12.40977, -21.48995], [-2.90931, 10.49900, -18.27792], [-9.67380, 9.02203, -13.16633], [-8.18465, 8.68409, -13.35355], [-7.22994, 9.78572, -12.75324], [-7.94579, 7.39931, -12.49156], [-6.68844, 6.69785, -12.93862], [-6.61442, 6.36928, -14.41293], [-6.82135, 7.58148, -15.32082], [-5.56538, 8.44814, -15.35422], [-7.22536, 6.98552, -16.72388], [-7.97327, 8.42768, -14.82643], [-8.18171, 9.63735, -15.58414], [-9.89370, 9.31385, -12.13940], [-9.91672, 9.91371, -13.74425], [-10.37359, 8.35786, -13.67354], [-7.42132, 10.04341, -11.71158], [-6.16060, 9.58212, -12.80951], [-7.34270, 10.62692, -13.43718], [-7.76268, 7.65707, -11.44843], [-8.82188, 6.76145, -12.60863], [-5.87658, 7.38289, -12.69428], [-6.45583, 5.79942, -12.36692], [-7.26887, 5.53708, -14.67221], [-5.59239, 6.03356, -14.58859], [-4.90624, 8.45374, -14.48612], [-5.78997, 9.50827, -15.47163], [-4.99488, 8.19128, -16.24678], [-7.21113, 7.80445, -17.44309], [-8.19546, 6.50955, -16.86692], [-6.41527, 6.30829, -16.99444], [-8.94876, 9.43941, -16.12641], [-6.23024, 9.19986, -20.44729], [-5.43219, 9.12276, -19.45779], [-4.90534, 7.92966, -19.52814], [-5.30698, 9.91362, -18.52776], [-6.20858, 8.64053, -21.28799], [-6.92822, 9.92918, -20.41547], [-4.18818, 7.68480, -18.86044], [-5.24695, 7.21840, -20.15863], [-9.05973, 9.71163, -22.79806], [-9.69194, 8.75055, -22.20601], [-10.91153, 9.08235, -22.32854], [-9.21682, 7.70026, -21.82873], [-8.05891, 9.61360, -22.89210], [-9.50746, 10.56055, -23.11266], [-11.65498, 8.52497, -21.93266], [-11.07963, 10.04878, -22.56910], [-6.51228, 12.28019, -23.17118], [-5.19102, 12.12096, -23.17139], [-4.89495, 11.86924, -21.96504], [-4.45322, 12.39677, -24.11037], [-6.96046, 12.72002, -23.96224], [-7.12909, 12.12768, -22.38608], [-4.01741, 11.44883, -21.69435], [-5.72637, 11.86872, -21.39159], [-7.45195, 13.79255, -16.68605], [-6.80494, 13.13481, -17.55370], [-6.62706, 11.92000, -17.08591], [-6.43072, 13.60839, -18.59460], [-8.18529, 13.23367, -16.27379], [-7.72374, 14.71354, -16.99911], [-6.16221, 11.39064, -17.80964], [-7.25613, 11.43731, -16.46030], [-7.59411, 6.19821, -23.29562], [-8.46535, 6.44789, -22.98765], [-7.19316, 7.02139, -23.57462], [-7.40451, 11.71086, -20.51665], [-8.26506, 11.86479, -20.12677], [-6.78303, 11.96496, -19.83442], [-6.31054, 8.84740, -23.51587], [-5.40324, 9.01477, -23.26084], [-6.34975, 9.09505, -24.43964], [-5.58434, 5.92924, -21.36524], [-4.99374, 5.25107, -21.69311], [-6.27614, 5.98423, -22.02451]], "total_charge": 0, "e_lumo_ev": -0.28, "smiles": "CC1(C)CCCC(C)(C)N1O.CC1(C)CCCC(C)(C)N1O.CC1(C)CCCC(C)(C)N1O.CC1(C)CCCC(C)(C)N1O.NC(N)=O.NC(N)=O.NC(N)=O.NC(N)=O.O.O.O.O", "energy_ev": -85548.4803, "largest_force_ev_per_a": 7.655, "orbital_gap_ev": 7.79}

---

(4)
{"formula": "C5H9N3O", "method": "wB97M-V/def2-TZVPD", "symbols": ["C", "N", "C", "O", "N", "N", "C", "C", "C", "H", "H", "H", "H", "H", "H", "H", "H", "H"], "positions_angstrom": [[1.32298, -2.41667, -1.42238], [0.91708, -1.48796, -0.67092], [0.94928, -0.12750, -1.07355], [1.73839, 0.29999, -1.90897], [0.09289, 0.63098, -0.35860], [0.12266, 2.00574, -0.65250], [-0.81043, 0.16381, 0.96399], [-0.90285, -1.10925, 1.20263], [-1.19786, 1.38901, 1.69880], [1.55610, -2.24747, -2.47248], [1.43319, -3.41006, -1.00592], [-0.70502, 2.25736, -1.18874], [0.94750, 2.19803, -1.22097], [-0.27126, -1.73608, 0.34533], [-1.30165, -1.51793, 2.11457], [-1.95480, 1.94408, 1.14435], [-0.34419, 2.05354, 1.83117], [-1.59200, 1.11038, 2.67416]], "total_charge": 0, "e_lumo_ev": 0.35, "smiles": "C=NC(=O)N(N)C(=C)C", "energy_ev": -11845.5268, "largest_force_ev_per_a": 3.847, "de_lowest_ev": 3.881, "orbital_gap_ev": 8.88}